(1)
Below is a cluster of 5 separate species, C44H105N5P in total, with properties calculated with the ωB97M-V functional and the def2-TZVPD basis.

Structure (XYZ):
```
155
Properties=species:S:1:pos:R:3
C -5.70 4.62 2.60
C -6.98 3.98 2.05
C -6.98 2.43 1.99
C -5.60 1.78 2.06
C -5.59 0.27 1.76
C -4.15 -0.19 1.50
C -3.99 -1.70 1.27
C -3.48 -2.09 -0.13
C -2.17 -1.40 -0.53
C -0.92 -2.08 0.06
C 0.02 -1.08 0.74
C 1.03 -1.75 1.72
C 2.50 -1.37 1.47
P 3.39 -0.94 2.96
C 3.53 -2.38 4.04
C 2.42 -2.47 5.12
C 2.92 -1.95 6.49
C 1.97 -3.93 5.24
N 4.90 -0.38 2.57
C 5.12 1.10 2.48
C 6.10 1.58 3.54
C 6.55 3.02 3.23
H -4.88 4.52 1.89
H -5.38 4.19 3.55
H -5.84 5.69 2.78
H -7.13 4.38 1.04
H -7.83 4.33 2.63
H -7.42 2.15 1.03
H -7.62 2.03 2.78
H -4.95 2.25 1.32
H -5.17 1.92 3.05
H -6.20 0.08 0.87
H -6.00 -0.29 2.60
H -3.58 0.10 2.39
H -3.77 0.39 0.66
H -4.95 -2.19 1.43
H -3.31 -2.12 2.02
H -3.28 -3.17 -0.12
H -4.25 -1.95 -0.88
H -2.10 -1.39 -1.62
H -2.16 -0.35 -0.23
H -0.36 -2.54 -0.77
H -1.19 -2.87 0.76
H -0.56 -0.34 1.29
H 0.58 -0.53 -0.02
H 0.92 -2.83 1.65
H 0.75 -1.46 2.74
H 3.07 -2.19 1.02
H 2.60 -0.51 0.79
H 2.69 0.07 3.62
H 4.51 -2.33 4.50
H 3.51 -3.25 3.38
H 1.55 -1.87 4.82
H 2.24 -1.21 6.91
H 3.92 -1.51 6.42
H 2.98 -2.77 7.21
H 1.18 -4.04 5.98
H 1.61 -4.31 4.28
H 2.83 -4.54 5.54
H 5.61 -0.82 3.14
H 4.16 1.61 2.60
H 5.52 1.32 1.49
H 6.97 0.92 3.55
H 5.63 1.55 4.52
H 5.71 3.60 2.84
H 7.32 3.01 2.47
H 6.93 3.51 4.12
C -4.34 5.63 -1.78
C -3.20 6.64 -1.87
N -3.58 7.96 -1.41
C -2.61 8.99 -1.75
C -1.22 8.91 -1.11
C -4.14 8.03 -0.07
C -3.29 7.48 1.08
H -5.22 5.99 -2.31
H -4.03 4.69 -2.24
H -4.62 5.41 -0.75
H -2.90 6.73 -2.91
H -2.33 6.23 -1.33
H -3.05 9.96 -1.51
H -2.49 8.97 -2.83
H -1.23 9.19 -0.06
H -0.54 9.60 -1.62
H -0.79 7.91 -1.19
H -5.09 7.49 -0.08
H -4.41 9.07 0.13
H -2.85 6.52 0.82
H -3.92 7.32 1.96
H -2.50 8.16 1.37
C -0.78 7.09 6.00
C 0.30 6.15 5.52
N -0.10 5.36 4.36
C 0.80 4.26 4.07
C 2.23 4.60 3.61
C -0.56 6.12 3.22
C 0.39 7.16 2.61
H -1.71 6.55 6.19
H -0.47 7.57 6.93
H -0.99 7.89 5.28
H 0.53 5.44 6.32
H 1.22 6.72 5.34
H 0.32 3.64 3.30
H 0.86 3.64 4.97
H 2.25 4.97 2.59
H 2.84 3.69 3.65
H 2.70 5.34 4.25
H -1.49 6.63 3.50
H -0.86 5.41 2.44
H 0.86 7.77 3.38
H -0.17 7.83 1.95
H 1.18 6.70 2.01
C -1.42 -5.71 -6.64
C -1.16 -4.38 -5.96
N -1.38 -4.43 -4.52
C -1.42 -3.12 -3.90
C -0.13 -2.28 -3.91
C -0.65 -5.46 -3.80
C 0.88 -5.47 -3.92
H -2.42 -6.08 -6.41
H -1.35 -5.59 -7.73
H -0.70 -6.48 -6.36
H -1.85 -3.64 -6.36
H -0.15 -4.04 -6.22
H -1.74 -3.25 -2.86
H -2.21 -2.55 -4.39
H 0.60 -2.66 -3.20
H -0.36 -1.25 -3.62
H 0.33 -2.25 -4.89
H -1.02 -6.43 -4.14
H -0.94 -5.40 -2.75
H 1.21 -5.33 -4.95
H 1.27 -6.43 -3.58
H 1.35 -4.69 -3.31
C 2.69 -7.88 -7.82
C 3.29 -9.02 -7.02
N 4.69 -8.81 -6.68
C 5.35 -10.00 -6.17
C 4.87 -10.58 -4.84
C 4.98 -7.57 -5.98
C 4.24 -7.30 -4.66
H 3.28 -7.67 -8.70
H 1.68 -8.15 -8.14
H 2.61 -6.96 -7.23
H 3.24 -9.93 -7.62
H 2.66 -9.21 -6.13
H 6.42 -9.78 -6.10
H 5.26 -10.77 -6.94
H 5.19 -9.98 -3.99
H 5.29 -11.58 -4.70
H 3.79 -10.68 -4.80
H 4.77 -6.74 -6.66
H 6.06 -7.52 -5.81
H 3.18 -7.52 -4.75
H 4.33 -6.24 -4.40
H 4.65 -7.87 -3.83
```

* gap between HOMO and LUMO: 7.1 eV
* total energy: -64063.96115 eV
* spin multiplicity: 1
* net charge: +1
* lowest unoccupied orbital energy: -2.18 eV

(2)
Below is a cluster of 2 separate species, C30H21Cl2N2O4P in total in a non-equilibrium geometry, with properties calculated with the ωB97M-V functional and the def2-TZVPD basis.

Structure (XYZ):
```
60
Properties=species:S:1:pos:R:3
N 4.52 1.57 1.63
C 3.76 0.83 2.12
C 2.87 -0.09 2.74
C 2.69 -1.35 2.23
C 3.44 -1.78 1.10
N 4.11 -2.17 0.22
C 1.92 -2.37 2.96
O 1.82 -3.51 2.53
C 1.24 -1.92 4.21
Cl 0.33 -3.08 5.06
C 1.38 -0.65 4.69
Cl 0.60 -0.14 6.12
C 2.24 0.34 4.00
O 2.42 1.49 4.42
C 4.70 -0.94 -3.03
C 3.57 0.03 -2.82
O 2.73 -0.54 -1.79
C 1.58 0.18 -1.59
C 0.64 -0.59 -0.82
P -0.97 0.02 -0.69
C -0.84 1.55 0.28
C -1.29 2.79 -0.18
C -1.08 3.93 0.59
C -0.38 3.85 1.79
C 0.13 2.62 2.23
C -0.11 1.47 1.48
C -1.87 0.46 -2.20
C -3.18 0.93 -2.02
C -3.94 1.30 -3.12
C -3.41 1.21 -4.41
C -2.12 0.71 -4.59
C -1.34 0.33 -3.49
C -2.07 -1.14 0.16
C -2.54 -0.85 1.44
C -3.34 -1.77 2.11
C -3.69 -2.98 1.50
C -3.25 -3.26 0.20
C -2.44 -2.34 -0.48
O 1.42 1.32 -2.04
H 5.48 -0.52 -3.66
H 5.13 -1.23 -2.06
H 4.31 -1.84 -3.52
H 3.92 1.01 -2.48
H 2.99 0.16 -3.74
H 0.99 -1.51 -0.34
H -1.80 2.87 -1.14
H -1.47 4.89 0.25
H -0.21 4.74 2.40
H 0.71 2.55 3.14
H 0.28 0.51 1.80
H -3.60 1.00 -1.01
H -4.96 1.67 -2.96
H -4.01 1.52 -5.27
H -1.72 0.62 -5.60
H -0.34 -0.06 -3.64
H -2.30 0.11 1.90
H -3.69 -1.54 3.12
H -4.30 -3.70 2.03
H -3.53 -4.19 -0.28
H -2.11 -2.54 -1.50
```

* gap between HOMO and LUMO: 4.5 eV
* total energy: -76951.94092 eV
* spin multiplicity: 1
* lowest unoccupied orbital energy: -3.18 eV

(3)
Below is a structure of composition C21H26BN7O3Sn in a non-equilibrium geometry, with properties calculated with the ωB97M-V functional and the def2-TZVPD basis.

Structure (XYZ):
```
59
Properties=species:S:1:pos:R:3
Sn -0.40 -0.15 -0.14
N 2.03 -2.88 -2.97
C 1.11 -2.09 -2.38
O 0.75 -2.33 -1.24
C 0.60 -0.95 -3.21
C -0.68 -0.38 -2.62
H 2.38 -3.68 -2.46
H 2.37 -2.72 -3.90
H 0.49 -1.27 -4.25
H 1.38 -0.18 -3.19
H -1.45 -1.15 -2.70
H -1.01 0.46 -3.23
B -0.29 1.72 3.61
N -1.02 2.26 2.35
C -1.40 3.54 2.28
C -2.24 3.69 1.20
C -2.33 2.42 0.66
N -1.58 1.57 1.36
N 0.32 0.32 3.47
C 1.00 -0.28 4.45
C 1.28 -1.58 4.08
C 0.71 -1.69 2.82
N 0.14 -0.54 2.47
H 0.59 2.49 3.87
H -1.10 1.67 4.49
H -1.07 4.26 3.01
H -2.73 4.59 0.85
H -2.90 2.07 -0.18
H 1.25 0.25 5.36
H 1.81 -2.33 4.64
H 0.65 -2.54 2.16
O 6.77 0.96 -1.38
C 6.32 0.31 -0.21
C 4.82 0.24 -0.20
C 4.15 -0.84 0.36
C 2.77 -0.85 0.30
N 2.06 0.11 -0.25
C 2.68 1.16 -0.78
C 4.07 1.25 -0.77
C 1.82 2.17 -1.38
C 2.33 3.30 -2.03
C 1.47 4.23 -2.60
C 2.03 5.50 -3.19
O 2.67 6.29 -2.21
C 0.10 3.96 -2.53
C -0.32 2.83 -1.86
N 0.50 1.97 -1.28
H 7.73 0.99 -1.38
H 6.65 0.87 0.69
H 6.74 -0.70 -0.14
H 4.68 -1.66 0.82
H 2.21 -1.68 0.70
H 4.59 2.08 -1.23
H 3.39 3.47 -2.09
H 1.23 6.07 -3.68
H 2.81 5.27 -3.92
H 2.03 6.54 -1.53
H -0.61 4.63 -2.98
H -1.37 2.60 -1.78
```

* gap between HOMO and LUMO: 5.6 eV
* total energy: -45279.51102 eV
* spin multiplicity: 1
* lowest unoccupied orbital energy: -0.54 eV